No. 1
Formula: C3H5BrO2S
Source: OMol25
Level of theory: ωB97M-V/def2-TZVPD

Summary:
HOMO level = -10.26 eV
SMILES = C[C@]1(Br)CS1(=O)=O
Kohn-Sham gap = 10.62 eV

XYZ file:
```
12
Properties=species:S:1:pos:R:3:forces:R:3
C 1.079 -1.082 0.127 0.38 1.88 0.23
C -0.225 -0.168 0.489 3.34 -2.30 0.88
Br -0.856 -0.583 2.262 -0.14 0.31 -0.52
C -1.127 0.128 -0.685 -2.67 -0.57 0.60
S -0.180 1.487 -0.070 -1.31 0.45 0.45
O 0.763 1.895 -1.050 1.29 -0.06 -0.52
O -0.680 2.472 0.858 -0.36 -0.77 -0.48
H 1.960 -0.465 0.602 -1.41 -1.44 -1.16
H 1.132 -1.031 -1.032 0.37 -0.47 2.11
H 1.126 -2.135 0.585 -0.57 1.69 -0.90
H -0.780 -0.422 -1.537 0.28 0.42 -0.76
H -2.212 -0.096 -0.548 0.80 0.84 0.08
```
Forces are in eV/Å.

Atom charges from the natural (NBO) analysis, given in e for atoms 1 to 6: atom 1 (C): -0.631, atom 2 (C): -0.358, atom 3 (Br): 0.099, atom 4 (C): -0.719, atom 5 (S): 2.158, atom 6 (O): -0.899

***

No. 2
Formula: C6H8N2
Source: OMol25
Level of theory: ωB97M-V/def2-TZVPD

Summary:
HOMO level (spin up / spin down) = -7.60 / -7.60 eV
SMILES = [H]/N=C(/C)C(=C)C=C=N
Kohn-Sham gap (spin up / spin down) = 6.48 / 6.48 eV

XYZ file:
```
16
Properties=species:S:1:pos:R:3:forces:R:3
H -1.172 -0.355 -1.948 0.57 -0.37 -0.24
N -1.223 -1.036 -1.185 -0.40 1.57 1.39
C -0.494 -0.660 -0.186 2.91 -2.27 -1.58
C -0.484 -1.524 1.055 -0.36 0.32 0.06
C 0.902 0.241 -0.443 -1.99 -1.80 1.08
C 2.085 -0.330 -0.667 -0.20 -0.22 -0.50
C 0.447 1.560 -0.236 -0.05 -0.54 -0.19
C -0.848 1.463 0.137 -0.08 3.35 -0.06
N -1.965 1.814 0.453 0.50 -0.05 -0.44
H 0.301 -2.279 0.976 0.09 0.18 -0.02
H -0.303 -0.918 1.945 0.07 -0.09 -0.01
H -1.435 -2.050 1.164 0.04 0.12 -0.06
H 2.237 -1.397 -0.555 -0.15 0.06 -0.30
H 2.890 0.243 -1.119 0.10 0.10 0.52
H 1.076 2.438 -0.155 -0.52 0.24 -0.23
H -2.014 2.788 0.764 -0.54 -0.60 0.59
```
Forces are in eV/Å.

Atom charges from the natural (NBO) analysis, given in e for atoms 1 to 6: atom 1 (H): 0.341, atom 2 (N): -0.529, atom 3 (C): 0.219, atom 4 (C): -0.674, atom 5 (C): 0.022, atom 6 (C): -0.510

***

No. 3
Formula: C4H6OS
Source: OMol25
Level of theory: ωB97M-V/def2-TZVPD

Summary:
HOMO level = -8.75 eV
SMILES = C1C[C@H]2O[C@H]2S1
Kohn-Sham gap = 9.67 eV

XYZ file:
```
12
Properties=species:S:1:pos:R:3:forces:R:3
C 0.375 -1.148 0.641 -0.76 -0.05 1.93
C -0.818 -0.624 -0.136 0.86 2.12 0.65
C -0.567 0.903 -0.368 -1.62 0.45 0.05
O 0.154 1.555 0.754 -0.67 -0.16 -0.24
C 0.839 1.244 -0.394 1.79 -1.95 0.02
S 1.847 -0.539 -0.171 -0.76 2.45 -0.45
H 0.309 -0.713 1.735 0.32 -1.47 -2.01
H 0.336 -2.267 0.512 0.32 1.09 0.87
H -0.729 -1.106 -1.042 0.02 -0.71 -2.55
H -1.768 -0.944 0.230 -0.70 0.33 0.80
H -1.367 1.601 -0.843 1.52 -1.49 0.81
H 1.389 2.040 -0.918 -0.34 -0.60 0.11
```
Forces are in eV/Å.

Atom charges from the natural (NBO) analysis, given in e for atoms 1 to 6: atom 1 (C): -0.558, atom 2 (C): -0.439, atom 3 (C): 0.027, atom 4 (O): -0.492, atom 5 (C): 0.035, atom 6 (S): 0.084

***

No. 4
Formula: C17H21N3O3
Source: OMol25
Level of theory: ωB97M-V/def2-TZVPD

Summary:
HOMO level = -8.62 eV
SMILES = [H]/N=C1\C(=O)OC[C@H]1c1ccccc1NC(=O)CN1CCCCC1
Kohn-Sham gap = 9.06 eV

XYZ file:
```
44
Properties=species:S:1:pos:R:3:forces:R:3
H -1.235 -2.059 -2.477 0.03 -0.21 0.29
N -1.766 -1.305 -2.039 -0.24 0.15 -0.10
C -1.937 -1.479 -0.806 -0.19 -0.30 -0.13
C -1.462 -2.667 0.004 0.38 -0.43 -0.69
O -0.833 -3.591 -0.436 -0.14 0.16 0.25
O -1.891 -2.553 1.257 0.07 -0.60 0.02
C -2.466 -1.277 1.497 -0.15 0.72 0.40
C -2.717 -0.608 0.125 0.00 0.16 0.17
C -2.439 0.878 0.116 -0.04 -0.13 -0.07
C -3.438 1.694 0.644 0.10 0.06 -0.03
C -3.334 3.070 0.648 -0.03 0.04 0.04
C -2.216 3.671 0.095 -0.04 0.00 -0.04
C -1.211 2.882 -0.422 0.01 -0.11 0.00
C -1.296 1.490 -0.401 -0.14 0.26 0.22
N -0.200 0.783 -0.935 0.23 0.20 -0.15
C 0.478 -0.217 -0.311 0.33 0.51 -0.46
O 0.193 -0.598 0.806 -0.15 -0.23 0.27
C 1.660 -0.770 -1.101 0.10 -0.12 0.08
N 2.941 -0.307 -0.600 -0.20 0.01 -0.07
C 3.279 -0.836 0.710 0.32 -0.20 0.14
C 4.741 -0.529 1.020 -0.19 0.10 0.16
C 4.974 0.977 0.989 0.13 -0.13 -0.21
C 4.533 1.518 -0.367 -0.21 0.14 0.18
C 3.079 1.138 -0.629 0.31 0.11 -0.17
H -1.751 -0.696 2.087 -0.19 -0.09 -0.13
H -3.382 -1.429 2.073 0.08 0.00 -0.11
H -3.773 -0.734 -0.147 0.12 -0.02 0.03
H -4.324 1.229 1.052 -0.12 -0.07 0.02
H -4.126 3.671 1.067 -0.08 0.05 0.04
H -2.126 4.746 0.070 0.02 0.09 0.00
H -0.329 3.339 -0.849 0.11 0.03 0.00
H 0.178 1.149 -1.796 -0.03 -0.20 0.06
H 1.579 -0.494 -2.157 -0.05 -0.04 0.03
H 1.638 -1.860 -1.016 -0.12 0.07 -0.05
H 3.120 -1.917 0.691 -0.07 0.03 0.05
H 2.637 -0.413 1.499 0.01 -0.07 -0.03
H 4.998 -0.937 1.998 0.03 -0.05 0.01
H 5.370 -1.008 0.268 0.05 -0.07 0.00
H 6.028 1.205 1.163 -0.01 0.05 0.07
H 4.390 1.454 1.780 0.01 0.05 0.07
H 4.639 2.604 -0.403 0.02 0.02 -0.05
H 5.155 1.083 -1.150 0.02 0.03 -0.08
H 2.781 1.493 -1.621 -0.06 0.02 0.04
H 2.434 1.629 0.124 -0.02 -0.01 -0.06
```
Forces are in eV/Å.

Atom charges from the natural (NBO) analysis, given in e for atoms 1 to 6: atom 1 (H): 0.360, atom 2 (N): -0.567, atom 3 (C): 0.200, atom 4 (C): 0.728, atom 5 (O): -0.563, atom 6 (O): -0.461

***

No. 5
Formula: C5H11Cl2NO2P
Source: OMol25
Level of theory: ωB97M-V/def2-TZVPD

Summary:
charge = -1
HOMO level = -5.42 eV
Kohn-Sham gap = 8.56 eV

XYZ file:
```
22
Properties=species:S:1:pos:R:3:forces:R:3
C 1.098 0.779 1.981 1.63 -5.78 -1.80
C 0.754 -0.681 -0.278 -0.40 2.94 2.95
C -1.903 -0.212 -2.215 -3.43 -4.41 -0.55
C 0.262 -0.171 1.112 -2.76 -2.72 1.40
C -1.753 -0.744 -3.410 -0.82 -0.99 0.68
N -1.008 0.545 0.949 0.12 0.35 -1.32
O -3.520 0.684 0.723 -1.21 0.15 -0.81
O -2.499 -1.505 1.740 0.34 0.44 -1.15
P -2.423 -0.222 0.996 0.69 0.64 2.35
Cl -2.492 -2.265 -3.873 -0.06 -0.03 -0.03
Cl -0.286 2.558 -1.105 0.26 0.40 -0.09
H 1.517 1.411 1.317 1.75 2.54 -1.87
H 0.456 1.225 2.585 -2.40 1.99 3.12
H 1.831 0.106 2.444 0.18 0.76 0.39
H -0.138 -0.967 -0.754 -0.58 -0.35 -1.20
H 1.356 -1.471 -0.031 1.88 -2.08 -0.11
H 1.258 0.207 -0.609 0.28 -0.07 -1.42
H -2.673 -0.740 -1.520 1.70 1.27 -1.03
H -1.433 0.662 -2.105 1.51 3.47 1.38
H -0.121 -1.156 1.686 1.40 2.06 -0.71
H -1.211 -0.340 -4.211 0.82 0.57 -0.77
H -0.824 1.447 0.313 -0.90 -1.16 0.57
```
Forces are in eV/Å.

Atom charges from the natural (NBO) analysis, given in e for atoms 1 to 6: atom 1 (C): -0.614, atom 2 (C): -0.631, atom 3 (C): -0.400, atom 4 (C): 0.004, atom 5 (C): -0.203, atom 6 (N): -1.072

***

No. 6
Formula: C56H54N6OP2S3Ti
Source: OMol25
Level of theory: ωB97M-V/def2-TZVPD

Summary:
charge = -2
HOMO level (spin up / spin down) = -0.51 / -0.51 eV
Kohn-Sham gap (spin up / spin down) = 4.48 / 4.48 eV

XYZ file:
```
123
Properties=species:S:1:pos:R:3:forces:R:3
Ti -1.320 -0.251 0.549 0.84 -1.03 -0.46
S 1.276 -1.379 1.653 -0.43 0.01 0.12
P 1.660 -1.145 -0.368 0.08 -0.02 0.27
C 0.299 -0.355 -1.047 1.55 -0.23 -0.56
P 0.393 0.078 -2.726 -0.46 -0.16 0.07
S -1.250 0.871 -3.456 -0.19 0.44 -0.15
C 0.740 -1.238 -3.973 -0.04 0.02 0.21
C 0.417 -2.567 -3.731 0.03 0.04 0.04
C 0.559 -3.519 -4.734 -0.03 -0.04 0.02
C 1.003 -3.144 -5.991 0.00 -0.03 -0.05
C 1.265 -1.805 -6.259 0.05 0.05 -0.02
C 1.124 -0.857 -5.260 0.09 -0.16 0.05
C 1.796 1.244 -3.005 0.00 -0.05 0.18
C 1.588 2.529 -2.506 0.00 0.03 0.07
C 2.571 3.500 -2.594 0.01 -0.06 -0.02
C 3.789 3.193 -3.193 0.03 -0.01 -0.02
C 4.012 1.914 -3.681 0.12 0.04 0.02
C 3.026 0.940 -3.582 -0.13 -0.04 0.09
C 3.450 -0.577 -0.155 -0.24 0.20 -0.25
C 4.315 -1.507 0.429 0.03 0.10 -0.02
C 5.627 -1.177 0.715 0.02 -0.07 0.04
C 6.105 0.097 0.429 -0.01 0.08 -0.04
C 5.250 1.032 -0.127 0.07 0.07 0.00
C 3.930 0.699 -0.408 -0.03 -0.07 -0.09
C 2.102 -2.809 -1.023 -0.22 0.05 -0.08
C 1.415 -3.949 -0.621 0.13 0.08 0.11
C 1.703 -5.178 -1.197 0.01 -0.10 -0.04
C 2.671 -5.277 -2.187 0.01 0.02 0.02
C 3.349 -4.139 -2.602 0.08 0.01 -0.06
C 3.067 -2.913 -2.025 -0.03 0.03 0.10
H 0.054 -2.854 -2.751 -0.01 -0.01 0.00
H 0.332 -4.557 -4.523 -0.02 0.01 0.01
H 1.136 -3.888 -6.768 -0.04 0.00 0.00
H 1.575 -1.496 -7.251 0.00 -0.02 0.00
H 1.301 0.189 -5.472 -0.03 0.01 -0.05
H 0.637 2.743 -2.034 0.00 0.04 0.03
H 2.388 4.490 -2.191 0.00 0.00 0.02
H 4.565 3.946 -3.272 0.00 0.00 0.01
H 4.970 1.662 -4.122 -0.02 0.01 -0.01
H 3.222 -0.060 -3.947 0.01 0.01 -0.01
H 3.945 -2.493 0.676 0.06 -0.03 0.01
H 6.277 -1.913 1.173 -0.01 0.00 -0.01
H 7.134 0.360 0.645 0.00 -0.02 0.02
H 5.600 2.034 -0.346 0.00 -0.01 0.00
H 3.279 1.456 -0.816 -0.06 0.04 -0.12
H 0.658 -3.859 0.143 -0.03 -0.04 0.06
H 1.171 -6.063 -0.867 0.00 0.01 0.03
H 2.907 -6.237 -2.630 -0.04 0.00 0.00
H 4.099 -4.207 -3.382 -0.01 0.01 0.00
H 3.611 -2.030 -2.341 0.00 0.00 -0.04
C -2.017 5.807 -2.784 0.05 -0.12 -0.04
C -0.900 4.872 -2.303 -0.14 0.10 0.01
C -0.581 5.064 -0.840 -0.03 -0.26 0.02
C 0.138 6.207 -0.501 0.00 0.10 0.08
C 0.474 6.502 0.809 -0.03 -0.04 -0.04
C 0.075 5.627 1.806 0.04 0.06 -0.04
C -0.631 4.470 1.513 -0.13 -0.08 0.15
C -1.146 3.634 2.659 -0.06 0.23 -0.01
C -2.393 4.284 3.269 0.60 0.43 0.11
C -0.958 4.154 0.177 0.27 0.44 -0.01
N -1.560 2.915 -0.057 -0.07 -0.52 -0.21
C -2.628 2.796 -0.759 0.04 0.35 0.26
C -3.308 1.574 -0.995 -0.36 -0.17 -0.42
C -4.557 1.446 -1.608 0.20 0.17 0.23
C -4.905 0.095 -1.528 0.18 -0.11 0.00
C -3.849 -0.543 -0.881 -0.61 0.18 -0.41
N -2.873 0.338 -0.571 -0.43 0.75 -0.21
H -2.206 5.647 -3.848 -0.03 0.05 0.00
H -1.747 6.854 -2.630 -0.01 -0.01 0.00
H -2.948 5.622 -2.244 0.01 0.00 0.01
H -0.001 5.087 -2.888 0.01 -0.04 0.00
H -1.171 3.842 -2.518 -0.02 -0.13 -0.06
H 0.435 6.883 -1.297 0.01 -0.01 -0.02
H 1.030 7.401 1.050 0.02 -0.02 -0.02
H 0.308 5.846 2.844 -0.01 -0.03 -0.01
H -0.373 3.566 3.430 0.02 -0.12 -0.03
H -1.398 2.629 2.325 0.23 0.08 0.10
H -3.179 4.370 2.519 0.35 0.23 0.13
H -2.160 5.288 3.632 0.08 0.10 0.00
H -2.775 3.688 4.099 0.21 0.26 -0.13
H -3.168 3.680 -1.120 0.11 0.05 -0.12
H -5.138 2.259 -2.019 0.03 0.00 -0.04
H -5.801 -0.378 -1.897 0.00 -0.01 0.02
H -3.773 -1.584 -0.624 0.11 -0.01 0.03
S -1.606 -2.603 0.343 -0.31 0.16 0.27
C -1.761 -2.708 2.168 -0.30 0.07 -0.99
N -1.490 -3.821 2.793 0.17 -0.05 0.71
N -1.227 -4.916 1.999 0.03 -0.14 -0.33
C -1.218 -6.165 2.499 0.04 0.13 0.06
C -1.066 -7.279 1.643 0.02 -0.04 -0.07
C -1.087 -8.563 2.146 -0.01 0.02 0.03
C -1.245 -8.799 3.509 -0.01 -0.11 0.15
C -1.360 -7.704 4.364 0.02 -0.07 -0.13
C -1.341 -6.410 3.886 -0.03 0.12 0.02
N -2.163 -1.638 2.825 0.04 -0.21 0.84
N -2.379 -0.473 2.126 0.10 -0.23 0.10
C -3.112 0.438 2.877 -0.44 0.18 0.35
C -3.570 1.644 2.323 -0.21 -0.35 -0.05
C -4.371 2.505 3.050 -0.81 -0.66 -0.12
C -4.712 2.233 4.368 -0.16 -0.14 -0.06
C -4.229 1.063 4.944 -0.05 0.19 -0.01
C -3.454 0.177 4.220 0.21 -0.14 -0.07
H -1.260 -4.779 0.996 -0.04 -0.11 -0.02
H -0.943 -7.109 0.578 -0.03 0.00 0.00
H -0.982 -9.404 1.468 0.00 0.03 -0.04
H -1.284 -9.810 3.899 0.04 0.00 -0.02
H -1.469 -7.871 5.431 0.00 0.02 0.01
H -1.428 -5.551 4.536 -0.04 -0.02 0.02
H -3.307 1.893 1.310 -0.12 -0.03 0.05
H -4.743 3.407 2.576 -0.12 -0.25 0.03
H -5.323 2.925 4.937 -0.03 -0.01 0.00
H -4.472 0.839 5.978 0.03 -0.05 0.00
H -3.082 -0.735 4.660 -0.04 -0.02 -0.02
C 0.854 0.586 4.154 -0.08 -0.02 -0.13
O -0.102 0.447 3.123 0.23 -0.02 0.27
C 0.341 0.345 1.806 0.35 0.54 0.31
C 1.375 1.417 1.491 -0.20 0.04 -0.04
H 1.416 1.523 4.075 0.02 -0.01 0.02
H 1.551 -0.258 4.151 0.05 0.04 0.04
H 0.288 0.586 5.085 0.01 -0.03 0.02
H 2.322 1.274 2.019 -0.01 0.02 0.01
H 0.962 2.393 1.757 -0.01 0.01 0.01
H 1.571 1.428 0.424 -0.05 0.09 -0.04
```
Forces are in eV/Å.

Atom charges from the Mulliken analysis, given in e for atoms 1 to 6: atom 1 (Ti): -1.862, atom 2 (S): -0.631, atom 3 (P): 0.074, atom 4 (C): 1.554, atom 5 (P): 2.133, atom 6 (S): -0.693

***

Energy above the lowest of the compared OMol25 structures with the same formula, charge and spin
In order: 35.38, 110.34, 53.17, 54.70, 13.72, 36.81
Unit: kcal/mol
Electronic energy
In order: -3239.88187, -342.75810, -629.36244, -1050.40908, -1664.17872, -5296.89417
Unit: hartree